Entry 1:
The following is a quantum chemistry calculation of an isolated molecule of C3H2N2O3 at a distorted geometry, from OMol25.

As for the structure (SMILES): O=C1NC(=O)C(=O)N1. As for the relative energy (zero: lowest compared OMol25 entry of this formula, charge and spin): 28.64 kcal/mol.

Cartesian coordinates (Å):
C 0.01 -0.87 -0.92
C 0.83 0.65 0.72
C -0.78 0.91 0.49
H 1.94 -1.09 0.08
H -2.05 -0.09 -0.78
N 1.11 -0.36 -0.12
N -1.10 0.10 -0.66
O 0.03 -1.81 -1.75
O 1.56 1.21 1.52
O -1.55 1.34 1.41

Entry 2:
The following is a quantum chemistry calculation of an isolated molecule of C19H23NO4S, from OMol25.

As for the structure (SMILES): CC(C)(C)c1ccc(S(=O)(=O)N[C@H](Cc2ccccc2)C(=O)O)cc1. As for the relative energy (zero: lowest compared OMol25 entry of this formula, charge and spin): 9.68 kcal/mol.

Cartesian coordinates (Å):
C 0.16 5.26 -3.02
H 0.26 5.87 -3.91
H -0.90 5.17 -2.79
H 0.66 5.79 -2.20
C 0.80 3.89 -3.27
C 0.71 2.97 -2.06
C 1.24 1.68 -2.14
C 1.18 0.81 -1.07
C 0.59 1.23 0.10
C 0.05 2.50 0.22
C 0.11 3.36 -0.86
H -0.31 4.35 -0.75
H -0.41 2.79 1.15
S 0.46 0.08 1.45
O 0.23 0.76 2.70
O 1.54 -0.86 1.41
N -1.01 -0.65 1.10
H -1.02 -0.99 0.15
C -1.32 -1.72 2.05
C -1.70 -3.02 1.34
C -0.60 -3.38 0.38
C -0.70 -3.03 -0.97
C 0.36 -3.24 -1.83
C 1.53 -3.80 -1.36
C 1.64 -4.16 -0.03
C 0.58 -3.94 0.83
H 0.68 -4.22 1.87
H 2.56 -4.60 0.34
H 2.36 -3.96 -2.04
H 0.26 -2.97 -2.87
H -1.63 -2.61 -1.34
H -2.65 -2.88 0.82
H -1.83 -3.80 2.09
H -0.43 -1.89 2.68
C -2.45 -1.21 2.98
O -3.45 -1.84 3.19
O -2.21 -0.03 3.53
H -1.33 0.34 3.29
H 1.60 -0.18 -1.12
H 1.71 1.35 -3.06
C 0.07 3.24 -4.45
H 0.53 2.29 -4.72
H 0.11 3.89 -5.32
H -0.97 3.06 -4.20
C 2.28 4.11 -3.61
H 2.80 4.54 -2.77
H 2.77 3.17 -3.88
H 2.37 4.79 -4.46

Respective calculated total energy values: -12265.740; -40592.282 eV.
Respective frontier orbital gap values: 9.85; 9.80 eV.